# 1
22
Properties=species:S:1:pos:R:3:nbo_charge:R:1 method="wB97M-V/def2-TZVPD" gap_ha=0.3829 e_lumo_ev=-0.547 e_homo_ev=-10.9668 de_lowest_kj_mol=826.8 mol_weight_g_mol=166.18 largest_force_ev_per_a=5.57 multiplicity=1
C 1.974 -2.214 1.586 0.193
C -0.407 -3.009 0.126 -0.157
C -0.228 -1.786 -0.329 0.161
C 0.120 -2.087 1.099 0.062
C 0.017 3.212 -0.595 -0.610
C -0.239 -0.604 -1.197 -0.455
C -0.315 1.903 -1.308 -0.381
C 0.049 0.665 -0.423 -0.390
N 3.090 -2.173 1.806 -0.401
N -0.562 -1.692 2.290 0.476
O -1.715 -1.344 2.073 -0.374
O 0.074 -1.450 3.319 -0.319
H -0.910 -3.910 -0.104 0.250
H -0.640 3.599 0.208 0.208
H 0.152 3.974 -1.349 0.210
H 0.985 3.170 -0.102 0.208
H -1.369 -0.614 -1.454 0.242
H 0.311 -0.877 -2.051 0.252
H -1.265 1.760 -1.626 0.196
H 0.391 2.024 -2.115 0.199
H -0.613 0.729 0.353 0.212
H 1.098 0.725 -0.208 0.219

# 2
23
Properties=species:S:1:pos:R:3:nbo_charge:R:1 method="wB97M-V/def2-TZVPD" gap_ha="0.2418 / 0.2459" e_lumo_ev="-2.555 / -2.514" e_homo_ev="-9.1339 / -9.2063" de_lowest_kj_mol=863.5 mol_weight_g_mol=198.25 largest_force_ev_per_a=6.27 multiplicity=1
C 0.766 -0.999 2.988 -0.472
C 1.099 -0.204 2.189 -0.325
C -2.992 -0.942 -0.246 -0.029
C -2.224 0.179 0.177 -0.096
C -1.000 -1.132 -1.081 0.174
C -0.068 2.173 0.446 -0.728
C 2.238 -1.043 -0.636 -0.846
C 0.097 0.839 -0.175 0.307
N -2.137 -1.768 -0.973 -0.392
N -0.961 -0.014 -0.304 -0.423
O 2.450 1.567 -0.950 -0.910
O 1.041 0.364 -2.572 -0.926
S 1.568 0.511 -1.208 2.135
H 0.437 -1.496 3.804 0.204
H -3.938 -1.303 -0.049 0.222
H -2.579 0.996 0.729 0.236
H -0.379 -1.471 -1.864 0.248
H 0.483 2.949 -0.210 0.276
H 0.311 2.128 1.400 0.308
H -1.161 2.493 0.299 0.233
H 1.280 -1.565 -0.674 0.237
H 2.969 -1.337 -1.441 0.263
H 2.700 -0.922 0.354 0.305

# 3
25
Properties=species:S:1:pos:R:3:nbo_charge:R:1 method="wB97M-V/def2-TZVPD" gap_ha="0.2728 / 0.2729" e_lumo_ev="-0.816 / -0.815" e_homo_ev="-8.2398 / -8.2401" de_lowest_kj_mol=501.6 mol_weight_g_mol=230.25 largest_force_ev_per_a=6.62 multiplicity=1
C 1.972 -0.433 -1.114 -0.195
C 2.445 0.456 1.076 -0.223
C 0.595 -0.135 -0.869 -0.223
C 1.132 0.597 1.372 -0.193
C 2.945 -0.036 -0.081 0.006
C 0.202 0.356 0.338 0.104
C 4.464 -0.244 -0.092 -0.631
C -4.812 0.578 0.250 -0.262
N -1.098 0.488 0.694 -0.806
N -1.412 -1.824 0.412 0.356
O -0.513 -2.009 -0.345 -0.214
O -2.652 -1.327 -0.398 -0.672
O -2.430 0.835 -1.593 -0.878
O -3.464 0.788 0.699 -0.669
S -2.292 0.245 -0.309 2.390
H 2.183 -0.717 -2.079 0.208
H 3.231 0.737 1.756 0.204
H -0.197 -0.183 -1.616 0.221
H 0.649 0.875 2.284 0.228
H 4.714 -1.278 -0.155 0.226
H 4.869 0.107 -1.041 0.216
H 4.871 0.377 0.710 0.216
H -4.891 -0.253 -0.547 0.202
H -5.078 1.497 -0.380 0.189
H -5.433 0.501 1.030 0.198

# 4
22
Properties=species:S:1:pos:R:3:nbo_charge:R:1 method="wB97M-V/def2-TZVPD" gap_ha="0.1703 / 0.1787" e_lumo_ev="-3.069 / -3.029" e_homo_ev="-7.7047 / -7.8901" de_lowest_kj_mol=396.0 mol_weight_g_mol=182.25 largest_force_ev_per_a=5.97 multiplicity=1
C 2.887 1.738 0.028 -0.067
C 1.732 1.706 0.763 -0.133
C 2.145 -0.198 -0.272 0.124
C -1.190 -2.276 0.402 0.285
C 0.143 -0.235 1.130 -0.313
C -0.623 -1.018 0.194 0.195
C -2.428 0.463 -0.752 -0.574
C -1.016 -0.219 -1.056 -0.473
N 3.129 0.626 -0.671 -0.459
N 1.294 0.387 0.645 -0.367
O -1.057 -3.019 1.335 -0.457
S 2.002 -1.733 -0.970 0.118
H 3.281 2.739 -0.222 0.204
H 1.318 2.421 1.479 0.224
H -1.843 -2.602 -0.401 0.120
H -0.563 0.613 1.352 0.243
H 0.344 -0.671 2.132 0.240
H -3.003 -0.286 -0.458 0.193
H -2.795 0.967 -1.627 0.231
H -2.352 1.153 0.209 0.194
H -0.173 0.357 -1.423 0.246
H -1.233 -0.914 -1.815 0.224

# 5
21
Properties=species:S:1:pos:R:3:nbo_charge:R:1 method="wB97M-V/def2-TZVPD" gap_ha=0.3144 e_lumo_ev=0.498 smiles="Cc1ccc(NC(N)=S)cc1" e_homo_ev=-8.0577 de_lowest_kj_mol=282.2 mol_weight_g_mol=166.25 largest_force_ev_per_a=6.98 multiplicity=1
C -1.556 -3.406 0.462 -0.621
C -0.731 -2.012 0.498 0.023
C 0.674 -1.771 0.717 -0.257
C 1.140 -0.491 0.569 -0.217
C 0.279 0.647 0.204 0.134
N 0.853 1.913 -0.060 -0.588
C 0.699 2.849 -0.957 0.280
N 1.668 3.866 -0.830 -0.861
S -0.183 2.759 -2.361 -0.231
C -1.055 0.299 -0.283 -0.208
C -1.600 -0.892 0.044 -0.220
H -2.185 -3.507 -0.305 0.206
H -2.138 -3.588 1.384 0.219
H -0.906 -4.464 0.469 0.208
H 1.318 -2.559 1.135 0.228
H 2.297 -0.225 0.569 0.219
H 1.492 2.088 0.768 0.399
H 2.048 4.768 -1.404 0.454
H 2.345 4.082 0.186 0.363
H -1.840 0.814 -0.889 0.258
H -2.619 -1.170 0.082 0.212

# 6
22
Properties=species:S:1:pos:R:3:nbo_charge:R:1 method="wB97M-V/def2-TZVPD" gap_ha="0.2026 / 0.2606" e_lumo_ev="3.299 / 3.245" e_homo_ev="-2.2131 / -3.8460" de_lowest_kj_mol=33.5 mol_weight_g_mol=217.19 largest_force_ev_per_a=5.71 charge=-1 multiplicity=3
C 0.884 -1.625 0.862 -0.358
C 0.528 -1.836 -0.491 -0.286
C -0.878 -1.671 -0.619 -0.298
C -1.394 -1.297 0.645 -0.357
C -0.317 -1.321 1.593 -0.277
V 0.051 0.544 0.446 0.775
N 0.375 1.099 2.038 -0.840
C 1.634 1.383 -0.603 -0.564
C 1.059 0.774 -1.693 -0.451
H -1.472 -1.896 -1.508 0.218
H 1.213 -2.204 -1.261 0.209
H -2.450 -1.194 0.913 0.231
H -0.405 -1.240 2.657 0.238
H 1.851 -1.834 1.315 0.220
H 1.556 -0.056 -2.215 0.197
H 1.260 2.352 -0.205 0.236
H 1.063 1.705 2.530 0.323
H 0.342 1.354 -2.310 0.218
H 2.406 0.934 0.034 0.221
S -3.799 2.337 -0.975 -0.212
C -2.316 1.983 -0.732 0.165
N -1.190 1.710 -0.419 -0.607